Record 1
Below is the molecule C5H11NO in a non-equilibrium geometry, with properties calculated with ωB97M-V with the def2-TZVPD basis set.

For the relative energy (zero: lowest compared OMol25 entry of this formula, charge and spin), the calculation gives 439.8 kJ/mol. Its multiplicity is 1. As for the HOMO energy (spin up / spin down): -8.4 / -7.4 eV. The value obtained for the orbital gap (spin up / spin down) is 0.319 / 0.256 Eh.

Each line ends with the Löwdin charge.
Cartesian coordinates (Å):
H: -0.4946 -1.5966 -1.8049  0.0997
C: 0.2563 0.3945 0.6529  -0.5533
H: 0.7673 -0.4611 1.1848  0.1692
O: 0.8737 1.6419 1.0041  -0.0133
C: 0.2812 -1.5403 -1.0289  -0.0549
N: -1.1238 0.3435 0.5648  -0.0218
H: 1.7600 0.1725 -2.4365  0.0845
H: -0.0764 -2.1060 -0.1683  0.0833
C: -1.7415 -0.0626 1.8143  -0.1595
H: 1.1749 -2.0056 -1.4576  0.0882
C: 0.5042 -0.1106 -0.7015  -0.1971
H: 1.8677 1.4738 -1.2636  0.0833
H: -1.3634 0.5048 2.6793  0.0807
H: 0.1458 2.2734 1.0923  0.0972
H: -2.8165 0.1277 1.7496  0.0638
H: 0.4185 1.3404 -2.2171  0.1084
H: -1.6214 -1.1330 2.0406  0.0685
C: 1.1879 0.7433 -1.7042  -0.0270

=====

Record 2
Below is the molecule C2H4NP in a non-equilibrium geometry, with properties calculated with ωB97M-V with the def2-TZVPD basis set.

For the relative energy (zero: lowest compared OMol25 entry of this formula, charge and spin), the calculation gives 341.7 kJ/mol. Its multiplicity is 1. As for the HOMO energy (spin up / spin down): -8.2 / -8.2 eV. The value obtained for the orbital gap (spin up / spin down) is 0.285 / 0.285 Eh.

Each line ends with the Löwdin charge.
Cartesian coordinates (Å):
C: -1.6886 0.3173 -0.2388  -0.2878
P: 0.0638 -0.4225 0.8627  0.8426
H: 3.2494 -0.7901 -0.2391  0.0242
H: -1.7863 1.1357 0.5481  -0.0068
H: -1.5478 0.6250 -1.3004  -0.0050
C: 2.6727 0.0306 0.1815  -0.0744
N: 1.6123 -0.5185 0.4598  -0.5016
H: -2.5756 -0.3776 -0.2739  0.0087

=====

Record 3
Below is a cluster of 2 separate species, C4H10NO2S in total in a non-equilibrium geometry, with properties calculated with ωB97M-V with the def2-TZVPD basis set.

For the relative energy (zero: lowest compared OMol25 entry of this formula, charge and spin), the calculation gives 723.9 kJ/mol. Its multiplicity is 1. As for the charge: -1. As for the HOMO energy: -4.1 eV. The value obtained for the orbital gap is 0.152 Eh.

Each line ends with the Löwdin charge.
Cartesian coordinates (Å):
H: 1.5515 0.0119 -1.2632  0.1288
H: 0.2507 0.9043 1.8157  0.0814
S: -2.4844 -0.4816 2.3504  0.4278
H: -1.4061 -0.6070 -0.1409  0.1303
C: -0.4663 -0.6712 0.4448  -0.5157
C: -1.0123 -1.2832 1.8004  -0.7367
H: 0.4945 1.3239 0.0904  0.0092
O: 1.5022 2.5250 -1.1636  -0.4742
C: -0.1284 0.7990 0.8056  -0.0444
H: -1.2113 -2.3499 1.6103  0.0445
H: -0.1965 -1.3717 2.5278  0.0564
C: 0.8615 -0.8611 -1.3445  -0.2416
H: 1.2037 -1.5582 -2.1044  0.1104
N: 0.5448 -1.4219 -0.1101  0.1857
H: -1.1339 1.2296 0.8165  0.0575
O: -0.1420 -0.1408 -2.2877  -0.1097
H: 1.7999 3.1614 -1.8205  -0.1492
H: -0.0275 0.7913 -2.0272  0.0395

=====

Record 4
Below is a structure of composition C8H20AlClIN2OPS in a non-equilibrium geometry, with properties calculated with ωB97M-V with the def2-TZVPD basis set.

For the relative energy (zero: lowest compared OMol25 entry of this formula, charge and spin), the calculation gives 0.0 kJ/mol. Its multiplicity is 1. As for the charge: +2. As for the HOMO energy: -14.4 eV. The value obtained for the orbital gap is 0.287 Eh.

Each line ends with the Löwdin charge.
Cartesian coordinates (Å):
H: 1.4378 2.6845 4.6037  0.1107
C: -0.7504 1.8434 6.1694  -0.0006
H: -1.4130 1.0400 6.5063  0.1132
H: -0.8570 2.6858 6.8526  0.1116
I: -0.4264 -2.1490 -2.0767  0.8828
H: 2.7446 -1.8591 -3.8300  0.0722
C: -0.6855 -2.6866 -5.4730  -0.2350
P: 0.3902 -1.8286 -4.3194  0.4278
H: -0.3379 -2.4657 -6.4944  0.0794
H: 0.6804 0.0636 -5.7222  0.0767
S: -1.9950 1.7915 2.3444  0.8896
H: -0.6445 -3.7700 -5.2931  0.0749
Cl: 1.1338 3.2677 0.5841  0.3224
H: 1.1413 0.4380 -4.0334  0.0709
H: 2.1072 -3.5117 -4.1323  0.0727
O: -3.8424 -2.6413 0.0927  0.0611
Al: -0.0443 1.6425 1.2135  -0.1452
C: 2.0669 -2.4607 -4.4526  -0.2326
H: -1.1957 -0.4045 0.0283  -0.1129
C: -3.2025 -1.7076 0.2339  0.0145
H: 0.2797 1.5003 6.1731  0.0709
C: 0.4031 -0.0685 -4.6701  -0.2334
H: 0.4003 0.2845 3.2562  0.1505
H: 2.4959 1.7865 3.4970  0.1044
H: 0.6467 -0.5925 -0.0227  -0.0417
H: -0.5900 0.3667 -4.4934  0.0717
H: 1.7977 0.9426 4.9117  0.1024
C: 1.6217 1.7113 4.1477  -0.0221
H: -1.7232 -2.3463 -5.3498  0.0721
N: 0.4459 1.3024 3.3300  -0.0921
N: -1.1360 2.3301 4.8339  0.0222
C: -0.8704 1.7548 3.6620  -0.6752
H: -0.1941 0.5870 -1.1584  -0.0246
H: -2.0311 2.8247 4.8074  0.1547
C: -0.2262 0.0275 -0.2192  -0.3941
H: 2.3725 -2.3832 -5.5071  0.0802

=====

Record 5
Below is a structure of composition C3H7N3O2S2 in a non-equilibrium geometry, with properties calculated with ωB97M-V with the def2-TZVPD basis set.

Its multiplicity is 3. As for the HOMO energy (spin up / spin down): -4.8 / -10.1 eV. The value obtained for the orbital gap (spin up / spin down) is 0.184 / 0.245 Eh.

Each line ends with the Mulliken spin population.
Cartesian coordinates (Å):
H: 2.0024 -1.7894 -1.1705  0.0234
C: 0.3204 1.6758 0.5810  0.0165
N: 1.4732 1.3554 0.2333  0.0285
H: 0.2850 2.4470 1.3343  0.0235
H: -2.1924 -1.1283 1.6992  -0.0270
N: -0.9497 -1.3465 -0.8124  0.4158
H: -2.3815 0.5435 1.6530  -0.0230
S: -1.6642 -0.0221 -0.3236  0.4816
O: -0.9016 1.4100 0.1338  0.1423
C: 1.5440 0.3259 -0.8214  0.0471
C: 1.8128 -1.1439 -0.2772  -0.0044
N: -2.4998 -0.2490 1.1032  0.1751
S: 0.1845 -1.9723 0.2938  0.7164
H: 2.4527 -1.3177 0.5690  -0.0053
H: 2.3900 0.4868 -1.3807  -0.0068
H: 0.6276 0.3248 -1.3811  0.0206
O: -2.5034 0.3998 -1.4339  -0.0245

=====

Record 6
Below is the molecule C4H10O, with properties calculated with ωB97M-V with the def2-TZVPD basis set.

For the relative energy (zero: lowest compared OMol25 entry of this formula, charge and spin), the calculation gives 27.9 kJ/mol. Its multiplicity is 1. As for the HOMO energy: -10.2 eV. As for the SMILES: CC[C@@H](C)O. The value obtained for the orbital gap is 0.412 Eh.

Each line ends with the Löwdin charge.
Cartesian coordinates (Å):
H: 0.6554 -0.5862 1.3691  0.1133
H: 1.9941 1.2058 -0.0367  0.0697
C: -0.6220 0.3407 -0.0215  -0.4595
H: 2.1051 -0.0403 -1.2859  0.0718
C: 0.6430 -0.4868 0.2788  -0.2185
H: -1.7180 -0.9827 -1.3501  0.0820
H: -0.4317 1.0208 -0.8682  0.1393
C: 1.9581 0.1237 -0.2119  -0.1115
C: -1.8226 -0.5325 -0.3567  -0.0607
H: -0.4617 1.9105 1.1448  0.0863
H: 2.8156 -0.3198 0.3055  0.0686
O: -0.9957 1.1129 1.1195  -0.0512
H: 0.5431 -1.5014 -0.1273  0.1073
H: -2.7322 0.0739 -0.3368  0.0791
H: -1.9304 -1.3386 0.3774  0.0839

=====

Please write out number 5 again, unchanged.
Below is a structure of composition C3H7N3O2S2 in a non-equilibrium geometry, with properties calculated with ωB97M-V with the def2-TZVPD basis set.

Its multiplicity is 3. As for the HOMO energy (spin up / spin down): -4.8 / -10.1 eV. The value obtained for the orbital gap (spin up / spin down) is 0.184 / 0.245 Eh.

Each line ends with the Mulliken spin population.
Cartesian coordinates (Å):
H: 2.0024 -1.7894 -1.1705  0.0234
C: 0.3204 1.6758 0.5810  0.0165
N: 1.4732 1.3554 0.2333  0.0285
H: 0.2850 2.4470 1.3343  0.0235
H: -2.1924 -1.1283 1.6992  -0.0270
N: -0.9497 -1.3465 -0.8124  0.4158
H: -2.3815 0.5435 1.6530  -0.0230
S: -1.6642 -0.0221 -0.3236  0.4816
O: -0.9016 1.4100 0.1338  0.1423
C: 1.5440 0.3259 -0.8214  0.0471
C: 1.8128 -1.1439 -0.2772  -0.0044
N: -2.4998 -0.2490 1.1032  0.1751
S: 0.1845 -1.9723 0.2938  0.7164
H: 2.4527 -1.3177 0.5690  -0.0053
H: 2.3900 0.4868 -1.3807  -0.0068
H: 0.6276 0.3248 -1.3811  0.0206
O: -2.5034 0.3998 -1.4339  -0.0245